*P*
Computed, not measured: 17 unconnected molecules or ions with the total composition H34O17, with ωB97M-V with the def2-TZVPD basis set.

The geometry in XYZ format:
```
51
H34O17 (ωB97M-V with the def2-TZVPD basis set)
O 1.89235 -5.41109 -2.11939
H 1.03652 -5.67352 -1.78526
H 2.03815 -4.48279 -1.95002
O 0.84203 -3.60927 2.28777
H 1.05362 -4.25558 2.97292
H 1.66132 -3.57673 1.74940
O 0.43938 -1.22250 -1.32919
H 1.28385 -1.66696 -1.35845
H -0.35714 -1.65570 -0.95755
O -0.85251 5.49399 1.42896
H -1.76028 5.16272 1.43675
H -0.82751 5.73103 0.50114
O -1.43406 -1.88203 0.24654
H -1.49360 -2.69640 0.76036
H -1.20057 -1.12269 0.79213
O -1.96803 -3.04197 2.65472
H -1.05186 -3.32567 2.62165
H -2.37650 -2.57134 1.97061
O 2.93841 -1.07336 0.12742
H 2.17364 -0.74040 0.62874
H 3.56972 -1.01907 0.85954
O 3.57370 1.16050 -2.68554
H 3.47550 0.72726 -1.82966
H 3.49172 0.46999 -3.34162
O -1.54269 -0.25575 -3.22997
H -1.30663 -0.28895 -2.30196
H -2.14952 0.45994 -3.40440
O 3.05802 3.40497 0.12449
H 2.11053 3.34364 0.09923
H 3.61562 3.07489 -0.57513
O -4.43451 -0.49637 -1.16755
H -3.54931 -0.15408 -1.23211
H -4.50228 -1.17609 -0.49402
O 0.66998 2.80936 -2.52656
H 0.13388 2.04912 -2.30961
H 1.51868 2.39202 -2.65901
O 1.69394 -3.40085 -0.10774
H 1.66586 -2.45065 -0.35340
H 2.59503 -3.67277 0.08579
O 0.98918 0.80228 1.47336
H 0.44381 0.77826 0.65084
H 0.48100 1.44663 1.96072
O -4.06216 1.61110 0.65761
H -4.40833 1.16967 -0.12173
H -4.87993 1.63352 1.17061
O -0.00620 3.19687 3.09930
H -0.92161 3.52706 3.14204
H 0.25713 4.06352 2.73060
O -1.09383 1.79713 0.55751
H -0.80852 2.50253 1.13629
H -1.71497 2.11456 -0.08720
```

## Properties
**M**: 306.3 g/mol
**Frontier orbital gap**: 10.67 eV

***

*Q*
Computed, not measured: 17 unconnected molecules or ions with the total composition H34O17, with ωB97M-V with the def2-TZVPD basis set.

The geometry in XYZ format:
```
51
H34O17 (ωB97M-V with the def2-TZVPD basis set)
O 4.96367 1.76809 -1.84151
H 4.90210 0.88787 -2.36766
H 5.47549 1.50628 -1.11312
O -0.96227 1.75136 -3.51704
H -1.19183 0.88312 -3.67509
H -1.42389 2.15215 -4.29268
O 3.31807 1.96733 -3.93913
H 2.45313 2.13214 -4.01345
H 3.52458 1.69517 -4.78714
O 1.15044 -2.16057 -1.58220
H 1.55969 -1.48053 -2.31184
H 1.04394 -2.78483 -2.34567
O -3.19824 -0.78802 2.32721
H -2.37261 -1.13104 2.09795
H -2.88040 -0.62809 3.20086
O -2.97642 0.08617 -3.03883
H -3.35028 -0.09374 -2.23439
H -3.04235 -0.69551 -3.49504
O -5.09050 -1.08219 0.26503
H -4.75276 -1.52076 1.04967
H -5.07283 -0.01754 0.54310
O -4.08020 3.07876 -0.19478
H -3.95920 2.17746 0.20696
H -3.40206 3.37505 0.60160
O 2.56155 -0.16242 3.41480
H 3.16110 -0.56171 4.08670
H 2.05375 -0.74637 3.01054
O 3.49216 -4.15758 -0.69346
H 4.29764 -3.86544 -0.34111
H 2.95948 -3.60473 -1.23002
O 0.94743 5.38849 1.55539
H 0.32611 4.57499 1.76598
H 1.61186 4.97351 0.94711
O -3.57863 -2.05753 -1.61054
H -3.08149 -1.92041 -0.86400
H -4.40854 -1.90378 -1.10293
O -1.79691 0.48870 4.62687
H -2.11343 0.96500 5.41807
H -1.03639 -0.02187 4.66313
O 2.92216 -3.05633 2.75203
H 3.36924 -3.75182 2.04698
H 2.12097 -3.06859 2.56466
O 3.66276 -1.32752 -2.80754
H 4.03462 -1.16067 -3.58529
H 3.73133 -0.63543 -2.09248
O -0.51135 -1.32204 2.47342
H -0.20574 -0.82990 3.23346
H 0.33920 -1.50683 2.02527
O -1.99576 3.05456 1.37550
H -2.04235 2.48263 2.14805
H -1.45604 2.65494 0.67662
```

## Properties
**M**: 306.3 g/mol
**Frontier orbital gap**: 9.86 eV

***

*R*
Computed, not measured: 17 unconnected molecules or ions with the total composition H34O17, with ωB97M-V with the def2-TZVPD basis set.

The geometry in XYZ format:
```
51
H34O17 (ωB97M-V with the def2-TZVPD basis set)
O 3.84783 -2.21008 -3.52211
H 3.72342 -1.66135 -4.24904
H 3.02877 -2.39465 -3.33689
O 3.16688 0.18457 -2.22376
H 2.79696 0.51191 -1.43995
H 2.82122 0.94754 -2.83132
O -3.12451 -3.82431 -1.45453
H -3.37016 -2.96660 -1.92493
H -3.85803 -4.28502 -1.77857
O -0.13905 0.70434 5.38171
H -1.02555 1.03132 4.96891
H 0.09628 0.06675 4.72284
O 2.22713 -2.35358 5.12331
H 2.37700 -1.30202 5.12113
H 1.22715 -2.13383 5.58421
O -2.32075 0.55639 3.18975
H -2.25073 0.92503 4.12631
H -2.38257 1.41788 2.61104
O -1.66886 1.98056 -3.54473
H -1.77904 1.25775 -4.29526
H -1.10530 2.53729 -4.05692
O 1.05704 -2.38547 0.20814
H 0.47231 -2.98380 0.49496
H 1.90668 -2.73107 0.00534
O 0.29124 1.32594 -1.29857
H -0.04264 1.74736 -2.05331
H -0.50216 1.26350 -0.71753
O -2.22507 -0.36851 -4.20875
H -2.43367 -0.73846 -3.28999
H -1.71806 -1.03711 -4.67239
O 2.63598 0.29489 4.90726
H 2.33550 1.27656 5.17229
H 3.34476 0.44926 4.39881
O -0.84363 -4.26615 1.44186
H -1.21151 -4.47007 0.54827
H -1.20248 -4.82912 2.24383
O 3.36753 2.99369 1.60055
H 2.56210 2.65537 1.39374
H 3.73821 3.77393 1.23288
O -2.94486 2.53475 1.02495
H -3.51217 1.94542 0.62509
H -3.63435 3.20713 1.12462
O -1.63727 -1.90274 -2.09306
H -1.29022 -2.81433 -1.90645
H -1.55246 -1.71639 -1.01034
O -3.23540 3.17812 -1.90551
H -2.63465 3.03131 -1.15645
H -2.76532 3.00072 -2.72191
O 3.07421 2.54973 -1.84210
H 2.69884 3.03872 -1.19757
H 3.61344 2.98692 -2.51991
```

## Properties
**M**: 306.3 g/mol
**Frontier orbital gap**: 9.68 eV

***

It comes down to *P*, which is 3.794 eV more stable than the next structure.